Below is one molecule with the formula C6H10O, with properties calculated with the ωB97M-V functional and the def2-TZVPD basis.

Values from the calculation:
Largest force on an atom, eV Å⁻¹: 0.348
E_LUMO, eV: 0.9
HOMO-LUMO gap, eV: 9.3707
Highest occupied orbital energy, eV: -8.49

XYZ file:
```
17
Properties=species:S:1:pos:R:3:forces:R:3
C -0.792865 0.209208 -0.978127 0.05 -0.06 -0.02
H 0.160908 0.193593 -1.517209 -0.13 -0.04 0.06
O -0.683678 -2.019226 0.164908 0.11 -0.27 0.16
C -1.239830 1.647241 -0.711729 -0.01 0.08 0.04
C 0.333595 -2.243178 0.992443 -0.17 0.26 -0.16
C -0.687441 -0.565404 0.318208 -0.13 0.22 -0.06
C 0.621071 -0.730178 1.119568 0.01 -0.08 0.13
H -1.539867 -0.316071 0.961109 0.12 -0.02 -0.08
H 0.607734 -0.322477 2.135864 0.03 -0.10 -0.19
H 1.895424 0.435237 -0.243312 -0.02 -0.07 0.18
H -0.557625 2.159640 -0.022411 -0.08 -0.08 -0.12
H -2.239323 1.662542 -0.260352 0.17 0.00 -0.07
C 1.943899 -0.448516 0.401324 0.15 0.05 -0.11
H 2.236613 -1.299981 -0.227921 -0.08 0.20 0.06
H -1.283096 2.230164 -1.636499 0.03 -0.10 0.13
H -1.524874 -0.296041 -1.619496 0.07 0.03 0.12
H 2.749354 -0.296553 1.123633 -0.12 -0.05 -0.07
```
Forces are in eV/Å.